No. 1
Entry from the OMol25 dataset: the molecule C4H10O2 (wB97M-V/def2-TZVPD).

```
! wB97M-V def2-TZVPD RIJCOSX def2/J DEFGRID3
* xyz 0 1
C 2.779 0.111 0.421
O 1.815 0.258 -0.590
C 0.686 -0.575 -0.428
C -0.551 0.283 -0.228
O -1.632 -0.583 0.008
C -2.868 0.082 0.033
H 3.559 0.852 0.231
H 2.360 0.289 1.423
H 3.233 -0.892 0.409
H 0.560 -1.195 -1.324
H 0.801 -1.249 0.432
H -0.398 0.974 0.618
H -0.721 0.897 -1.128
H -2.907 0.846 0.825
H -3.080 0.571 -0.930
H -3.636 -0.671 0.229
*
```

- Electronic energy: -308.8353 Eh
- HOMO: -9.82 eV


No. 2
Entry from the OMol25 dataset: a cluster of 2 separate species, C2H8NOPS in total in a non-equilibrium geometry (wB97M-V/def2-TZVPD).

```
! wB97M-V def2-TZVPD RIJCOSX def2/J DEFGRID3
* xyz 0 1
C -1.262 -1.333 0.356
C -0.326 -1.020 -0.844
N -0.077 2.058 0.885
O 1.572 1.164 -1.402
P 1.106 0.112 -0.280
S 2.536 -0.772 0.721
H -0.756 -1.804 1.189
H -1.649 -0.459 0.790
H -2.015 -2.069 0.125
H -0.835 -0.289 -1.647
H 0.080 -1.797 -1.548
H 0.843 2.589 1.040
H -0.272 1.641 1.808
H 1.055 1.979 -1.193
*
```

- Electronic energy: -950.4891 Eh
- HOMO (spin up / spin down): -8.71 / -8.71 eV


No. 3
Entry from the OMol25 dataset: the molecule C3H9NOS in a non-equilibrium geometry (wB97M-V/def2-TZVPD).

```
! wB97M-V def2-TZVPD RIJCOSX def2/J DEFGRID3
* xyz 0 1
C -0.938 0.529 -0.913
O -0.178 0.834 -2.131
C 0.127 -0.146 -0.022
C -0.464 -0.604 1.292
S 0.342 -2.002 2.174
N 1.165 0.850 0.182
H -1.207 1.542 -0.547
H -1.757 0.014 -1.381
H -0.666 0.711 -2.947
H 0.430 -1.014 -0.605
H -1.458 -0.962 1.028
H -0.545 0.239 1.978
H 1.622 -1.638 1.969
H 2.010 0.589 0.676
H 1.519 1.058 -0.752
*
```

- Electronic energy: -647.8514 Eh
- HOMO: -9.11 eV


No. 4
Entry from the OMol25 dataset: the molecule C3H6INO2 in a non-equilibrium geometry (wB97M-V/def2-TZVPD).

```
! wB97M-V def2-TZVPD RIJCOSX def2/J DEFGRID3
* xyz 0 1
C 0.530 0.531 -1.163
C 0.079 0.569 1.376
C -0.342 0.218 -0.021
N -0.441 -1.567 -0.187
O 0.197 -2.188 0.596
O -0.993 -1.835 -1.176
I -2.273 0.837 -0.336
H 0.280 0.461 -2.256
H 1.362 -0.257 -1.155
H 1.019 1.409 -0.914
H -0.723 0.512 2.148
H 0.603 1.552 1.509
H 0.702 -0.244 1.578
*
```

- Electronic energy: -620.6943 Eh
- HOMO: -9.57 eV